Entry 1:
This record from OMol25 describes C8H18N2O9P2STc as an isolated structure. The level of theory is ωB97M-V/def2-TZVPD.

XYZ file:
```
41
Properties=species:S:1:pos:R:3:forces:R:3:mulliken_charge:R:1
Tc 0.0031 -0.1943 0.2109 0.019 -0.111 0.067 0.8413
C 2.1516 -3.9313 0.5843 0.007 -0.003 -0.009 -1.6313
C 1.5402 -3.0932 1.6994 -0.037 0.021 0.020 1.0457
O 1.6497 -3.6558 2.9893 0.014 0.001 0.007 -0.5504
P 2.3775 -1.4624 1.8769 0.038 0.018 -0.039 0.8184
O 3.9079 -1.5982 1.6579 -0.013 -0.003 0.003 -0.5142
O 2.2053 -0.9068 3.3161 -0.008 -0.006 0.000 -0.5084
O 1.8731 -0.5276 0.7654 -0.059 -0.011 0.027 -0.4557
P -0.1911 -2.5772 1.3800 0.002 -0.006 0.046 1.1076
O -1.0466 -3.7979 1.8033 0.008 -0.017 0.030 -0.5181
O -0.3664 -1.2575 2.1328 -0.005 0.051 0.003 -0.7592
O -0.3361 -2.1609 -0.1075 0.001 0.019 -0.058 -0.5748
H 3.1873 -4.1678 0.8232 -0.002 -0.002 0.004 0.4263
H 2.1141 -3.4110 -0.3728 -0.002 -0.003 0.000 0.3814
H 1.5931 -4.8635 0.4814 -0.002 0.000 0.000 0.5080
H 1.4389 -4.5994 2.9612 -0.001 -0.005 -0.005 0.3893
H 4.4674 -1.7522 2.4349 0.001 0.003 0.000 0.3858
H 1.2974 -0.9268 3.6658 0.005 -0.004 0.013 0.3852
H -2.0141 -3.7436 1.8261 -0.003 0.004 -0.016 0.4348
C -2.0996 2.9538 1.2696 -0.010 0.008 -0.017 -1.0919
C -1.2138 1.8398 0.8951 0.014 -0.026 0.044 1.2106
O 0.0334 1.9036 0.7456 0.034 -0.019 -0.031 -0.7824
O -1.6883 0.6388 0.6906 0.027 0.016 -0.069 -0.6789
H -1.5292 3.8663 1.4130 0.004 -0.004 0.001 0.3470
H -2.6302 2.6876 2.1854 -0.001 -0.006 0.000 0.3528
H -2.8520 3.0869 0.4900 -0.004 -0.001 0.007 0.3566
S 0.4097 0.0953 -1.9408 0.009 0.086 -0.031 -0.2364
C 1.4033 1.5148 -2.3752 -0.035 0.001 0.019 0.6550
N 1.8367 1.5213 -3.6177 0.010 0.002 -0.016 -0.1721
C 2.6490 2.6132 -4.1821 0.000 0.008 -0.010 -0.5890
C 2.3787 3.8874 -3.4019 -0.004 -0.015 0.005 -0.6124
C 2.5348 3.6268 -1.9136 0.005 0.004 0.000 -0.6015
N 1.7027 2.4720 -1.5318 -0.014 -0.001 0.008 0.0626
H 1.5857 0.7431 -4.2101 0.000 -0.002 0.004 0.2433
H 2.3739 2.7207 -5.2288 -0.002 -0.004 0.000 0.3820
H 3.7007 2.3278 -4.1322 0.000 0.001 0.002 0.3141
H 1.3698 4.2460 -3.6124 0.002 0.004 -0.002 0.3101
H 3.0771 4.6611 -3.7142 -0.001 0.002 -0.002 0.3625
H 2.2043 4.4782 -1.3233 -0.003 -0.006 0.006 0.3957
H 3.5722 3.4130 -1.6522 0.002 0.000 -0.003 0.3115
H 1.2918 2.4393 -0.6077 0.001 0.006 -0.006 0.2491
```
Forces are in eV/Å.

The calculation puts the gap between HOMO and LUMO (spin up / spin down) at 7.599 / 7.913 eV. Its spin multiplicity is 2. As for the expectation value of S²: 0.76. The calculation puts the energy above the lowest of the compared OMol25 structures with the same formula, charge and spin at 0.0 kJ/mol. The HOMO energy (spin up / spin down) comes out at -16.195 / -16.251 eV. As for the total charge: +2. The calculation puts the calculated total energy at -2263.75120 Ha.

Entry 2:
This record from OMol25 describes an isolated ion of composition C8H18N3 and charge +1 at a distorted geometry. The level of theory is ωB97M-V/def2-TZVPD.

XYZ file:
```
29
Properties=species:S:1:pos:R:3:forces:R:3:mulliken_charge:R:1
C 0.4538 1.7907 0.7540 -1.408 -1.102 -0.784 -0.9760
C 2.1599 0.5542 -0.0427 -5.779 -0.076 -0.116 -0.7345
C -0.4496 0.7298 0.0634 2.446 0.449 1.554 1.2590
C 0.6455 -0.2845 -0.4740 1.840 0.824 -1.160 0.3278
C -1.2806 1.4603 -0.9086 -1.117 0.786 -0.086 -2.1763
C 0.6682 -0.3401 -2.0076 1.070 2.179 0.780 -1.8712
C 1.4318 -2.2291 0.8534 1.082 1.747 0.442 -0.9354
C -2.5363 -0.0307 1.0499 -2.113 -0.621 1.046 -0.9456
N 1.6708 1.6813 0.7295 3.211 -0.483 -0.763 -0.5044
N 0.3710 -1.6119 0.0831 -0.982 1.193 0.492 -0.2183
N -1.1186 0.0786 1.2074 1.150 -0.413 0.881 -0.0672
H 0.0853 2.5985 1.2952 -1.385 1.433 0.866 0.6592
H 2.6982 -0.0433 0.5725 2.233 -1.670 1.336 0.5031
H 2.5460 0.8331 -0.9787 1.071 0.355 -0.808 0.4107
H -2.1088 1.9806 -0.5002 -0.751 0.468 1.215 0.5385
H -1.7293 1.1688 -1.8197 0.060 -1.746 -0.951 0.4187
H -0.6734 2.2512 -1.1792 1.281 1.800 -1.066 0.6692
H -0.3034 -0.4701 -2.4323 -0.565 -0.326 -0.423 0.4654
H 1.4246 -0.9844 -2.4653 -0.191 -0.124 0.380 0.3655
H 1.0057 0.7152 -2.1912 -0.557 -0.910 -0.847 0.4645
H 2.3150 -2.3375 0.2219 0.164 -0.142 0.168 0.3525
H 1.6949 -1.4471 1.6726 -0.435 -1.919 -0.958 0.3022
H 1.1216 -3.1959 1.1915 -0.115 -0.338 0.618 0.3511
H -2.8808 -0.9736 1.6205 0.016 1.995 -0.576 0.3374
H -3.0752 0.9735 1.2207 0.672 -1.857 0.401 0.2936
H -2.6936 -0.2196 0.0168 -0.442 -0.480 -0.883 0.3845
H -0.0432 -2.1626 -0.6673 0.264 -0.344 0.443 0.3161
H -0.5102 -0.9776 0.9681 -0.720 -0.214 0.145 0.6184
H -0.8893 0.4921 2.1464 0.000 -0.464 -1.344 0.3915
```
Forces are in eV/Å.

The calculation puts the gap between HOMO and LUMO at 10.764 eV. Its spin multiplicity is 1. The calculation puts the energy above the lowest of the compared OMol25 structures with the same formula, charge and spin at 208.2 kJ/mol. The HOMO energy comes out at -13.405 eV. As for the total charge: +1. The structure (SMILES) is CN[C@]1(C)CN=C[C@]1(C)[NH2+]C. The calculation puts the calculated total energy at -479.54804 Ha.

Entry 3:
This record from OMol25 describes C8H18N4 as an isolated structure at a distorted geometry. The level of theory is ωB97M-V/def2-TZVPD.

XYZ file:
```
30
Properties=species:S:1:pos:R:3:forces:R:3:mulliken_charge:R:1
C 3.1780 -2.8958 0.8954 -0.042 -0.059 -0.115 -1.3994
C 2.7016 -1.5409 1.3454 0.044 -0.222 -0.138 0.1783
C 3.3214 -0.2722 0.8775 0.408 0.378 -0.077 -0.6349
C 0.8280 1.2017 0.5859 1.563 0.489 2.060 -0.7867
C -1.5871 1.4481 -2.3856 0.231 0.252 -0.159 -1.1006
C -3.5405 1.4375 -0.8056 -0.248 0.246 0.042 -0.8120
C -1.4887 0.1525 -0.3322 0.026 -1.621 -0.382 0.3821
C -2.1613 -0.2819 0.9427 0.063 -0.335 0.124 -1.3708
H 3.5673 -2.8446 -0.1277 -0.054 0.015 0.185 0.3302
H 3.9683 -3.2662 1.5541 -0.046 0.018 -0.058 0.3431
H 2.3529 -3.6181 0.9060 0.137 0.123 0.010 0.2983
H 2.2779 -1.5023 2.3411 -0.083 0.083 0.083 0.4132
H 4.1472 -0.2879 0.1583 -0.277 -0.030 0.241 0.2230
H 3.3198 0.5781 1.5632 -0.043 -0.258 -0.182 0.3834
H -0.0942 1.7058 0.8637 0.354 0.088 0.017 0.3226
H 1.6358 1.7530 0.1345 0.173 0.158 -0.320 0.4048
H -0.6504 2.0177 -2.1950 -0.560 -0.286 -0.173 0.3228
H -1.3337 0.6001 -3.0522 -0.113 0.241 0.254 0.3620
H -2.2891 2.1073 -2.9179 0.305 -0.264 0.214 0.2744
H -3.5621 2.0063 0.1390 -0.012 -0.159 -0.274 0.2993
H -3.9223 2.1079 -1.5947 0.231 -0.375 0.350 0.2397
H -4.2477 0.5965 -0.7052 0.232 0.237 -0.080 0.2957
H -3.0973 -0.8277 0.7316 0.333 0.235 0.151 0.4021
H -2.3980 0.5907 1.5700 0.010 -0.282 -0.092 0.3070
H -1.4686 -0.9464 1.4829 -0.346 0.354 -0.209 0.3480
H 0.1237 0.0643 -1.4336 0.008 -0.147 0.447 0.3724
N 2.0311 -0.7150 0.3647 0.429 -0.274 -0.207 -0.2093
N 0.8829 -0.0786 0.8027 1.653 2.210 2.821 0.0202
N -2.1977 0.9975 -1.1480 0.003 0.816 -0.268 0.2091
N -0.2973 -0.2873 -0.5608 -4.377 -1.633 -4.265 -0.4179
```
Forces are in eV/Å.

The calculation puts the gap between HOMO and LUMO at 7.047 eV. Its spin multiplicity is 1. The calculation puts the energy above the lowest of the compared OMol25 structures with the same formula, charge and spin at 465.4 kJ/mol. The HOMO energy comes out at -6.190 eV. As for the total charge: 0. The calculation puts the calculated total energy at -534.43135 Ha.

Entry 4:
This record from OMol25 describes an isolated ion of composition C8H18N5S and charge +1 at a distorted geometry. The level of theory is ωB97M-V/def2-TZVPD.

XYZ file:
```
32
Properties=species:S:1:pos:R:3:forces:R:3:mulliken_charge:R:1
C 0.6890 -0.4523 0.1537 1.167 0.113 0.238 0.1766
C -0.7907 1.5280 -0.0768 -2.101 -0.856 1.654 0.5310
C -1.5039 -0.5789 1.0660 -2.447 -0.365 -1.362 -0.0851
C 3.1605 -0.2833 0.4175 2.025 1.388 -0.593 -1.3576
C 2.0054 -2.6158 0.4902 -1.607 1.024 -2.192 -1.7276
C -0.2015 3.8038 -0.5322 1.467 0.149 1.771 -1.0716
C -2.0213 -1.6282 -1.4813 -2.031 1.770 -0.332 -0.7010
C 2.0060 -1.1289 -0.0671 0.692 -1.548 -1.201 0.8438
N -1.0538 2.7522 -0.1638 0.047 -3.026 -0.046 -0.4643
N -0.2206 -1.0622 0.7997 1.036 -0.717 2.421 -0.0813
N -1.8234 0.6266 0.2620 0.715 -1.027 1.497 0.1886
N 0.4235 0.7967 -0.1577 2.052 4.086 -2.392 -0.0803
N -3.1351 0.9970 0.5522 0.402 2.338 1.715 -1.0923
S -2.3639 -2.0746 0.2018 -1.344 0.443 1.286 -0.1356
H -1.7383 -0.6005 2.1812 -0.005 0.440 -1.541 0.4039
H 4.1806 -0.8330 0.2718 -1.965 0.982 0.395 0.3584
H 3.0289 0.0378 1.4628 0.264 -0.347 -0.221 0.3645
H 3.2480 0.7066 -0.1913 -0.085 -1.714 0.913 0.3118
H 2.6892 -3.2291 -0.0716 0.112 -0.086 -0.530 0.4401
H 0.9748 -3.0570 0.3988 1.218 0.092 0.068 0.3950
H 2.3720 -2.6653 1.4528 0.403 0.064 2.405 0.4383
H -0.9303 4.4534 -0.7989 -1.362 3.063 -1.292 0.4098
H 0.5334 3.7366 -1.3131 0.413 -0.676 -0.448 0.3603
H 0.2523 4.2071 0.3908 0.116 -0.041 -0.420 0.3312
H -2.1651 -0.4912 -1.6150 0.575 -1.815 0.117 0.1840
H -2.8619 -2.0663 -2.0560 0.710 -0.014 0.155 0.4118
H -1.0823 -1.9992 -1.7942 0.968 -0.175 -0.624 0.2399
H 2.1967 -1.2480 -1.1700 -0.728 0.280 0.765 0.2495
H 0.0128 -1.8312 1.4243 0.156 -0.134 -0.884 0.3847
H 1.1642 1.4488 -0.5304 -0.726 -1.621 0.402 0.2819
H -3.7374 0.7260 -0.1559 -1.199 -0.991 -1.828 0.2045
H -3.3074 2.0244 0.6496 1.059 -1.079 0.103 0.2871
```
Forces are in eV/Å.

The calculation puts the gap between HOMO and LUMO at 8.761 eV. Its spin multiplicity is 1. The calculation puts the energy above the lowest of the compared OMol25 structures with the same formula, charge and spin at 149.3 kJ/mol. The HOMO energy comes out at -12.172 eV. As for the total charge: +1. The structure (SMILES) is C/N=C1\[NH+]=C(C(C)C)N[C@H](SC)N1N. The calculation puts the calculated total energy at -987.26233 Ha.

Among the records above, which one has the lowest total charge?
C8H18N4